(1)
Entry from the Open Molecules 2025 dataset: 2 unconnected molecules or ions with the total composition C3H10N2O at a distorted geometry (ωB97M-V/def2-TZVPD).

```
16
Properties=species:S:1:pos:R:3:nbo_charge:R:1
C -1.399 -0.985 -0.287 0.21
H 1.737 1.065 -1.213 0.17
H -1.667 -0.043 -2.084 0.24
C -2.026 -0.924 -1.563 -0.25
H -1.413 -0.809 1.626 0.43
H 2.879 1.599 1.088 0.38
H 2.176 2.723 0.290 0.38
H -2.970 -0.899 0.993 0.44
H 0.324 1.043 -0.171 0.11
O 1.651 -0.419 0.217 -0.72
H -3.025 -1.229 -1.832 0.24
N -1.999 -0.652 0.806 -0.62
N 1.953 1.841 0.748 -0.87
H -0.332 -1.221 -0.231 0.28
C 1.392 0.906 -0.193 0.11
H 1.544 -0.405 1.176 0.47
```

Output
Spin multiplicity: 2
Net charge: +1
HOMO energy (spin up / spin down) (eV): -13.03 / -13.03
Frontier orbital gap (spin up / spin down) (eV): 7.86 / 6.51
Energy relative to the best compared isomer or geometry (same formula, charge and spin) (eV): 2.624



(2)
Entry from the Open Molecules 2025 dataset: 2 unconnected molecules or ions with the total composition C5H9NS at a distorted geometry (ωB97M-V/def2-TZVPD).

```
16
Properties=species:S:1:pos:R:3:nbo_charge:R:1
C -0.619 -0.138 -1.388 -0.61
C -0.994 -0.615 1.201 -0.61
C 0.636 1.044 0.408 -0.03
H -1.389 1.261 0.050 0.26
H -1.684 -0.664 -1.694 0.23
H -2.134 -0.599 1.383 0.23
H 1.115 0.597 1.378 0.27
C -0.673 0.429 0.066 -0.38
H -0.657 -1.646 0.769 0.26
H -0.329 -0.440 2.076 0.22
H 0.641 2.470 -1.263 0.14
S 1.553 2.396 -0.241 0.28
H 0.257 -0.878 -1.325 0.29
H -0.468 0.722 -2.026 0.19
C 2.026 -1.534 0.128 -0.16
N 2.717 -2.406 0.476 -0.58
```

Output
HOMO energy (spin up / spin down) (eV): -8.92 / -8.92
Frontier orbital gap (spin up / spin down) (eV): 6.74 / 6.74
Energy relative to the best compared isomer or geometry (same formula, charge and spin) (eV): 4.849



(3)
Entry from the Open Molecules 2025 dataset: a molecular structure, C27H30N7OSW (ωB97M-V/def2-TZVPD).

```
67
Properties=species:S:1:pos:R:3:nbo_charge:R:1
H 2.532 3.224 0.387 0.24
N 1.394 -0.537 1.194 -0.54
H 1.233 1.111 -3.823 0.44
C 3.761 -0.467 -4.852 -0.04
H -4.278 -4.468 -0.791 0.26
C -1.639 4.236 2.790 -0.42
C -2.098 0.815 -2.626 0.10
O -0.797 1.624 0.477 -0.75
H -5.129 -2.938 -2.524 0.25
C 3.345 -0.577 2.573 -0.26
C -0.458 -1.967 1.624 0.15
W 0.019 0.020 -0.373 1.67
H -1.077 -3.865 4.352 0.26
H -2.946 2.070 3.416 0.24
H 2.298 3.237 2.646 0.22
C -2.466 -1.128 -1.412 0.22
C 1.478 3.221 0.119 -0.38
H -4.829 -0.771 -3.818 0.26
N 2.008 0.486 -3.964 -0.49
H 4.344 -0.205 2.747 0.26
C -0.519 -3.215 3.692 -0.18
H 1.261 4.127 -0.448 0.24
C -0.529 2.567 1.349 0.82
N -1.501 2.908 2.174 -0.35
H -1.014 4.961 2.280 0.23
H 1.310 2.363 -0.542 0.15
C -2.040 -1.974 -0.359 0.06
N 3.309 -1.218 -3.781 -0.29
H 3.189 -3.293 -3.466 0.24
H -2.314 -3.897 0.541 0.24
C 2.236 -0.625 -3.246 0.27
C 0.826 -1.494 1.995 0.13
H -2.163 -3.059 2.321 0.24
C -4.261 -2.678 -1.933 -0.14
C -3.961 -0.555 -3.207 -0.04
H -3.492 2.357 1.753 0.23
H 0.738 3.496 3.416 0.23
C 0.760 -2.857 4.002 -0.14
C 1.460 -1.960 3.157 -0.08
H -2.400 1.001 2.113 0.21
C -3.793 -3.518 -0.967 -0.17
C -2.671 -3.175 -0.176 -0.16
H 1.240 -3.228 4.898 0.25
H 4.615 -0.767 -5.433 0.27
C 2.950 0.604 -4.968 -0.04
H -3.488 1.293 -4.187 0.26
C -2.656 2.024 2.368 -0.41
C 2.623 -0.118 1.472 0.11
H 2.954 1.422 -5.665 0.27
N -0.916 -1.471 0.365 -0.54
S 1.354 -1.332 -1.934 -0.13
H -1.494 1.703 -2.779 0.21
H 4.784 -2.673 -3.931 0.25
C 2.760 -1.483 3.424 -0.04
C -3.587 -1.457 -2.190 -0.10
H 1.467 4.788 2.442 0.23
N 0.680 3.149 1.337 -0.42
H 3.288 -1.837 4.301 0.26
C -1.141 -2.766 2.504 -0.18
C 1.324 3.712 2.532 -0.41
H 4.180 -2.403 -2.283 0.23
H -1.400 4.211 3.852 0.23
C 3.900 -2.482 -3.331 -0.41
H 3.051 0.615 0.799 0.21
H -2.678 4.538 2.677 0.24
N -1.716 -0.008 -1.659 -0.54
C -3.223 0.583 -3.418 -0.25
```

Output
Spin multiplicity: 3
Net charge: +3
HOMO energy (spin up / spin down) (eV): -16.04 / -16.26
Frontier orbital gap (spin up / spin down) (eV): 6.43 / 7.11



(4)
Entry from the Open Molecules 2025 dataset: C7H11NO in the gas phase at a distorted geometry (ωB97M-V/def2-TZVPD).

```
20
Properties=species:S:1:pos:R:3:nbo_charge:R:1
H -1.846 -1.320 -1.950 0.22
C 1.298 1.913 0.965 -0.40
H 0.904 1.674 1.955 0.20
H 2.338 1.574 0.934 0.20
C -1.964 0.992 0.562 -0.41
C -0.480 -0.929 -0.314 0.12
H -0.298 -0.649 -2.476 0.22
O -1.102 -1.845 0.577 -0.69
C -0.769 -1.327 -1.757 -0.61
H -0.632 -1.751 1.423 0.48
C 1.037 -0.880 -0.063 0.00
H 1.305 2.993 0.791 0.18
N 0.513 1.252 -0.067 -0.66
H 2.827 -2.143 0.476 0.24
H -2.020 2.043 0.826 0.22
C -0.893 0.494 -0.040 0.19
H 0.926 1.283 -0.996 0.38
H -2.827 0.359 0.758 0.22
H -0.391 -2.337 -1.946 0.23
C 2.074 -1.394 0.343 -0.33
```

Output
HOMO energy (eV): -7.94
Frontier orbital gap (eV): 8.86
Energy relative to the best compared isomer or geometry (same formula, charge and spin) (eV): 4.961



(5)
Entry from the Open Molecules 2025 dataset: 2 unconnected molecules or ions with the total composition C8H10N2 at a distorted geometry (ωB97M-V/def2-TZVPD).

```
20
Properties=species:S:1:pos:R:3:nbo_charge:R:1
C 2.826 0.237 0.081 0.25
C 0.076 -2.152 -0.344 -0.29
N -0.612 -0.139 0.543 -0.46
H 0.686 -0.180 2.260 0.20
H 1.756 -2.272 1.176 0.23
C 1.765 1.045 -0.355 -0.39
C -0.849 -1.142 -0.372 0.06
H 0.044 -3.147 -0.822 0.24
H 1.225 0.238 -2.351 0.22
H -2.385 0.716 0.156 0.22
H -1.533 -1.002 -1.162 0.20
H 1.636 1.997 0.253 0.24
C 0.930 -1.790 0.731 -0.26
C -1.540 0.913 0.872 -0.40
C 1.191 0.977 -1.529 -0.39
H -1.916 0.767 1.967 0.19
H -0.986 1.885 0.756 0.21
H 0.324 1.753 -1.587 0.19
C 0.552 -0.552 1.221 0.09
N 3.721 -0.398 0.396 -0.36
```

Output
Spin multiplicity: 3
HOMO energy (spin up / spin down) (eV): -4.57 / -9.08
Frontier orbital gap (spin up / spin down) (eV): 5.32 / 6.91
Energy relative to the best compared isomer or geometry (same formula, charge and spin) (eV): 2.193